DFT (ωB97M-V/def2-TZVPD) results for the molecule C3H5N3O.

Summary:
Orbital gap, eV: 9.77
Maximum force, eV/A: 6.047
Energy above the lowest of the compared OMol25 structures with the same formula, charge and spin, eV: 5.1279
E_LUMO, eV: 0.8
Multiplicity: 1
HOMO, eV: -8.92
SMILES: ONc1cc[nH]n1

Each line ends with the natural charge from an NBO analysis.
Cartesian coordinates (Å):
1 C -0.10185 0.28431 -0.31754  0.231
2 C -0.44569 -1.04000 -0.21324  -0.355
3 C -1.35584 -1.17197 0.86779  -0.057
4 H 2.09736 -0.22707 -0.00008  0.420
5 H 1.37711 1.60084 -0.92379  0.345
6 H -0.00443 -1.87222 -0.70955  0.239
7 H -1.50541 -2.11154 1.58286  0.250
8 H -1.66619 0.63360 2.02095  0.398
9 N 0.99852 0.75243 -1.20953  -0.319
10 N -1.26562 0.12457 1.34859  -0.340
11 N -0.61544 1.05187 0.56402  -0.274
12 O 2.16245 0.00503 -1.11426  -0.537

DFT (ωB97M-V/def2-TZVPD) results for a cluster of 3 separate species, C7H14O2 in total.

Summary:
Orbital gap, eV: 7.40
Maximum force, eV/A: 5.480
Energy above the lowest of the compared OMol25 structures with the same formula, charge and spin, eV: 5.9022
E_LUMO, eV: 0.7
Multiplicity: 1
HOMO, eV: -6.73

Each line ends with the natural charge from an NBO analysis.
Cartesian coordinates (Å):
1 C 0.14798 0.62047 -0.78365  0.258
2 C 0.70907 -0.17235 0.22097  -0.182
3 C 2.53928 0.23984 -0.70261  -0.111
4 C 0.81099 0.24634 1.65836  -0.657
5 C -2.25396 -1.28738 -0.86719  -0.688
6 C -1.75504 -0.15977 -0.02549  -0.066
7 C -2.50113 0.48835 0.85604  -0.516
8 O 0.05356 1.96222 -0.73160  -0.673
9 O 2.93271 -0.92393 -1.36964  -0.719
10 H -0.10077 2.24654 0.17922  0.482
11 H 3.08843 -1.62195 -0.72408  0.467
12 H 0.16925 0.25286 -1.80341  0.207
13 H 0.68772 -1.23652 0.02320  0.227
14 H 3.14933 0.47884 0.17223  0.143
15 H 2.60051 1.06267 -1.41069  0.179
16 H -0.09274 -0.03767 2.19654  0.241
17 H 0.95609 1.32343 1.76737  0.201
18 H 1.66664 -0.23896 2.12973  0.225
19 H -1.67764 -2.20058 -0.68801  0.208
20 H -2.15105 -1.05446 -1.93189  0.212
21 H -3.31251 -1.51483 -0.68256  0.200
22 H -3.55958 0.26246 1.00927  0.184
23 H -2.10713 1.26437 1.50787  0.177

DFT (ωB97M-V/def2-TZVPD) results for the molecule C3H3NOS.

Summary:
Orbital gap, eV: 9.58
Maximum force, eV/A: 1.456
Energy above the lowest of the compared OMol25 structures with the same formula, charge and spin, eV: 0.3995
E_LUMO, eV: 0.7
Multiplicity: 1
HOMO, eV: -8.91
SMILES: Sc1cnco1

Each line ends with the natural charge from an NBO analysis.
Cartesian coordinates (Å):
1 C -0.16676 -0.17862 -0.03439  0.080
2 C -0.16806 0.03849 1.28454  -0.131
3 C 1.07923 1.51737 0.45330  0.314
4 H -1.07855 -0.75888 -2.17482  0.150
5 H -0.78691 -0.52877 1.93736  0.219
6 H 1.66980 2.34507 0.12902  0.198
7 N 0.58587 1.15280 1.60106  -0.435
8 O 0.66204 0.75879 -0.60791  -0.425
9 S -0.85427 -1.46630 -1.02852  0.030

DFT (ωB97M-V/def2-TZVPD) results for a structure of composition C46H73NO9P2STeV.

Summary:
Orbital gap (alpha / beta), eV: 6.70 / 6.26
Maximum force, eV/A: 2.735
E_LUMO (alpha / beta), eV: 0.2 / -0.4
Multiplicity: 2
HOMO (alpha / beta), eV: -6.54 / -6.61

Each line ends with the Mulliken charge.
Cartesian coordinates (Å):
1 V -0.23703 -0.06438 -0.55159  -0.052
2 C -4.94100 -2.04287 4.93992  -1.685
3 C -4.25300 -0.69922 4.66686  2.222
4 C -5.28994 0.42735 4.75265  -1.731
5 C -3.20360 -0.47081 5.75212  -2.242
6 C -3.63492 -0.72867 3.27034  -0.933
7 C -2.28447 -0.56344 3.05546  -0.642
8 C -1.78796 -0.61715 1.74554  -0.645
9 N -0.49131 -0.41188 1.33776  0.899
10 C 0.65295 -0.44121 2.10877  -0.747
11 C 0.79430 -1.09670 3.33231  -0.237
12 C 2.00914 -1.04423 3.98170  -0.534
13 C 3.04119 -0.31055 3.37601  -0.386
14 C 2.95095 0.32290 2.14251  -0.389
15 C 1.71682 0.21417 1.46545  0.269
16 O 1.48676 0.66120 0.21709  -0.214
17 C 4.12073 1.14092 1.60230  2.706
18 C 3.71009 2.61586 1.64278  -1.567
19 C 4.49980 0.72951 0.17417  -1.133
20 C 5.37628 0.97745 2.46049  -2.498
21 C 2.26613 -1.74393 5.31391  2.141
22 C 2.57726 -0.69280 6.38694  -1.641
23 C 1.05599 -2.55646 5.76898  -2.160
24 C 3.46186 -2.69454 5.17868  -1.683
25 C -2.65316 -0.76014 0.64670  0.386
26 O -2.08598 -0.69999 -0.55903  -0.397
27 C -4.04144 -0.91776 0.83965  -0.143
28 C -4.47670 -0.91069 2.15346  -0.164
29 C -5.01663 -0.98934 -0.33337  2.527
30 C -6.44977 -1.16000 0.16229  -2.513
31 C -4.69113 -2.17182 -1.25564  -1.363
32 C -4.94449 0.31909 -1.13502  -1.343
33 H -5.41455 -2.03497 5.92380  0.468
34 H -4.21973 -2.86055 4.91369  0.358
35 H -5.71215 -2.25661 4.20044  0.304
36 H -5.71503 0.47575 5.75686  0.449
37 H -6.10984 0.27281 4.05171  0.346
38 H -4.83443 1.39226 4.52651  0.353
39 H -3.68612 -0.47695 6.73097  0.470
40 H -2.69831 0.48948 5.63849  0.394
41 H -2.44385 -1.25395 5.75495  0.406
42 H -1.61118 -0.36079 3.87271  1.169
43 H -0.02875 -1.67923 3.71502  1.135
44 H 3.98156 -0.25037 3.90529  0.395
45 H 2.84735 2.80456 1.00763  0.238
46 H 4.54041 3.24694 1.31771  0.469
47 H 3.45347 2.90613 2.66358  0.272
48 H 3.66394 0.83832 -0.50706  -0.249
49 H 4.82402 -0.31229 0.14231  0.357
50 H 5.32687 1.35368 -0.17632  0.505
51 H 5.23638 1.33776 3.48096  0.385
52 H 6.18690 1.56040 2.01800  0.481
53 H 5.70275 -0.06258 2.50903  0.443
54 H 1.73290 -0.01547 6.52349  0.329
55 H 3.44579 -0.09372 6.11363  0.287
56 H 2.78936 -1.17292 7.34418  0.468
57 H 0.18115 -1.92502 5.93119  0.337
58 H 1.28507 -3.04970 6.71465  0.477
59 H 0.78739 -3.32774 5.04653  0.382
60 H 4.38059 -2.15740 4.94368  0.322
61 H 3.29403 -3.42722 4.38870  0.368
62 H 3.62310 -3.23167 6.11564  0.456
63 H -5.53733 -1.02626 2.33860  0.454
64 H -6.57825 -2.07669 0.74107  0.435
65 H -7.11901 -1.21616 -0.69777  0.458
66 H -6.77591 -0.32034 0.77967  0.399
67 H -4.64281 -3.10723 -0.69443  0.269
68 H -3.74378 -2.03211 -1.76390  0.020
69 H -5.47710 -2.27030 -2.00842  0.501
70 H -5.21073 1.17376 -0.50903  0.365
71 H -5.64710 0.27934 -1.97105  0.481
72 H -3.94487 0.47561 -1.53332  -0.104
73 C 1.98143 5.97882 -0.70598  -1.659
74 C 2.10741 4.78088 -1.61438  0.971
75 C 3.53535 4.34872 -1.85031  -1.067
76 O 1.36488 3.69905 -0.95126  -0.221
77 P 0.42887 2.68905 -1.67965  0.402
78 O -0.59921 2.08254 -0.75650  -0.735
79 C 1.42166 1.48890 -2.61224  0.613
80 P 0.44792 0.32942 -3.61007  0.215
81 O -0.55325 -0.31291 -2.69117  -0.554
82 O -0.24979 1.14283 -4.73998  -0.247
83 C 0.23805 1.61247 -6.03348  0.660
84 C 1.60085 2.25625 -5.92739  -1.163
85 C 0.16901 0.48657 -7.03872  -1.363
86 O 1.45491 -0.63047 -4.30992  -0.004
87 C 1.53479 -2.09916 -4.04611  2.602
88 C 2.94933 -2.49107 -4.38104  -1.557
89 C 0.48236 -2.78944 -4.87188  -1.376
90 O -0.22879 3.45070 -2.89350  0.137
91 C -1.51528 4.14393 -2.74305  0.575
92 C -2.60504 3.18748 -3.16118  -0.621
93 C -1.42516 5.39102 -3.58951  -1.555
94 H 2.46641 6.84341 -1.16030  0.433
95 H 2.45963 5.77893 0.25265  0.298
96 H 0.93613 6.22139 -0.52470  0.381
97 H 1.60985 4.97761 -2.56733  0.040
98 H 4.04349 4.15665 -0.90908  0.080
99 H 4.07228 5.13944 -2.37717  0.470
100 H 3.59826 3.44510 -2.45222  0.234
101 H 2.04877 0.91489 -1.92503  -1.277
102 H 2.06394 2.07385 -3.27043  0.635
103 H -0.49909 2.37819 -6.28747  0.376
104 H 2.36656 1.53497 -5.63910  0.208
105 H 1.59102 3.08657 -5.22241  0.108
106 H 1.87824 2.65076 -6.90552  0.571
107 H 0.92956 -0.26684 -6.84361  0.146
108 H 0.33208 0.89405 -8.03735  0.528
109 H -0.80898 0.01040 -7.01876  0.344
110 H 1.34380 -2.23514 -2.98487  -1.355
111 H 3.16365 -2.30989 -5.43541  0.394
112 H 3.07365 -3.55388 -4.18025  0.305
113 H 3.66670 -1.94481 -3.77153  0.390
114 H 0.66916 -2.64476 -5.93750  0.327
115 H -0.51778 -2.44076 -4.62004  0.348
116 H 0.51636 -3.85789 -4.65376  0.403
117 H -1.63547 4.40610 -1.68764  0.433
118 H -2.49519 2.92429 -4.21390  0.142
119 H -3.57998 3.65631 -3.01874  0.582
120 H -2.57507 2.27519 -2.56871  -0.293
121 H -1.25128 5.12574 -4.63295  0.268
122 H -0.61926 6.04521 -3.25868  0.355
123 H -2.35839 5.95161 -3.53435  0.401
124 O 1.73769 -2.30910 -0.55733  -0.342
125 C 0.60128 -1.97143 -0.60806  0.432
126 Te -0.96680 -3.57107 -0.92441  -0.117
127 C 0.38990 -5.13819 -0.90806  0.333
128 C 0.29261 -6.31757 -0.21831  -0.744
129 C 1.36614 -7.21210 -0.49462  -0.455
130 C 2.25591 -6.69690 -1.38782  -0.664
131 S 1.78750 -5.13355 -1.88659  0.079
132 H -0.50729 -6.53180 0.47301  0.410
133 H 1.47654 -8.18466 -0.03938  0.388
134 H 3.16723 -7.14430 -1.74449  0.396

DFT (ωB97M-V/def2-TZVPD) results for a cluster of 2 separate species, C2H8OS2 in total.

Summary:
Orbital gap, eV: 8.53
Maximum force, eV/A: 2.467
Energy above the lowest of the compared OMol25 structures with the same formula, charge and spin, eV: 1.6482
E_LUMO, eV: -0.1
Multiplicity: 1
HOMO, eV: -8.68
SMILES: CSS.CO

Each line ends with the natural charge from an NBO analysis.
Cartesian coordinates (Å):
1 C 1.52618 -0.82050 -1.08509  -0.248
2 O 1.77794 0.05812 0.01195  -0.742
3 H 2.44362 -1.25305 -1.49035  0.171
4 H 1.14722 -0.21970 -1.91414  0.174
5 H 0.83947 -1.58989 -0.73992  0.170
6 H 1.50560 0.95232 -0.21480  0.473
7 C -1.69315 -0.49154 0.68467  -0.762
8 S -1.79355 0.98175 -0.36536  0.154
9 S -0.93876 2.44897 0.83851  -0.245
10 H -2.46392 -0.54578 1.45392  0.222
11 H -1.84177 -1.39524 0.08987  0.230
12 H -0.71402 -0.54921 1.14334  0.243
13 H 0.20514 2.42374 1.58740  0.161

DFT (ωB97M-V/def2-TZVPD) results for the molecule C3H4N2O3.

Summary:
Orbital gap, eV: 10.97
Maximum force, eV/A: 2.620
Energy above the lowest of the compared OMol25 structures with the same formula, charge and spin, eV: 1.4703
E_LUMO, eV: 0.6
Multiplicity: 1
HOMO, eV: -10.38
SMILES: Cn1c(=O)[nH]oc1=O

Each line ends with the natural charge from an NBO analysis.
Cartesian coordinates (Å):
1 C 0.60695 0.89367 -0.29623  0.752
2 C 0.16782 -1.34390 -0.35348  0.876
3 C -1.19162 0.20210 1.08490  -0.429
4 N 1.56670 0.28651 -1.08409  -0.333
5 N -0.23149 -0.13666 0.10081  -0.478
6 O 0.59297 1.99715 0.13562  -0.569
7 O -0.27192 -2.44512 -0.21434  -0.563
8 O 1.31982 -1.09649 -1.15863  -0.343
9 H -0.64694 0.99581 1.74057  0.248
10 H -2.02438 0.65631 0.52070  0.210
11 H -1.68816 -0.63486 1.47893  0.236
12 H 1.80025 0.62547 -1.95476  0.393